Formula: C5H14N3
Source: the OMol25 dataset
Level of theory: wB97M-V/def2-TZVPD

```
22
Properties=species:S:1:pos:R:3:forces:R:3:mulliken_charge:R:1
C 0.710973 -1.607676 -1.542031 -0.096 -0.258 -0.392 -0.0098
C 0.567618 -2.358312 -0.451068 -0.064 0.206 -0.111 -0.4328
N 0.377297 -1.777989 0.872251 0.237 0.239 -0.311 -0.5582
N 0.745514 -2.118340 -2.847239 0.223 -0.037 0.806 -0.5039
H 0.759070 -0.524918 -1.497153 0.042 0.052 0.137 0.2292
H 0.548273 -3.437285 -0.519161 -0.041 -0.014 0.110 0.2427
H 1.217434 -1.275604 1.165815 -0.144 -0.223 0.069 0.3144
H 0.220653 -2.526710 1.539456 -0.043 0.182 0.098 0.2789
H 0.864669 -3.124374 -2.829927 -0.051 0.035 -0.297 0.2515
H 1.469632 -1.692624 -3.406542 -0.052 0.050 -0.195 0.2627
C 0.251769 3.394036 1.050545 0.123 0.044 -0.227 -1.2232
C -0.227694 2.107045 0.469863 -0.212 -0.318 0.160 0.0214
C -1.079966 1.307277 1.093916 0.194 0.316 0.049 -0.2087
N -1.522222 0.029899 0.546778 0.533 -0.060 -0.018 -0.3147
H -0.159403 3.571150 2.039541 -0.011 -0.001 0.079 0.3367
H 1.340656 3.405146 1.103946 0.018 -0.030 0.080 0.3188
H -0.024837 4.225172 0.402836 -0.067 0.044 -0.018 0.3182
H 0.145503 1.820331 -0.510147 -0.010 0.065 -0.054 0.2494
H -1.472185 1.543608 2.072911 -0.054 -0.101 0.026 0.2714
H -1.646649 0.102373 -0.459815 -0.090 -0.085 -0.059 0.3808
H -0.676520 -0.817379 0.752141 -0.329 -0.006 0.085 0.4242
H -2.409585 -0.244823 0.953081 -0.104 -0.098 -0.018 0.3509
```
Positions in Å, forces in eV/Å.

Summary:
2S+1: 1
LUMO: -0.0988 Eh
HOMO level: -12.12 eV
Total charge: +1

=====

Formula: C5H14N3
Source: the OMol25 dataset
Level of theory: wB97M-V/def2-TZVPD

```
22
Properties=species:S:1:pos:R:3:forces:R:3:mulliken_charge:R:1
C 2.847871 -1.492448 -0.328593 0.159 -1.129 2.454 -1.0028
C 1.777567 -0.619369 -0.976247 3.550 2.566 0.754 -0.4984
C 1.556568 0.632953 -0.007423 1.755 1.591 -1.405 -0.7250
C 0.274994 1.402362 -0.393784 1.365 1.210 0.368 -0.8324
N -0.859782 1.210954 0.502063 -2.085 -0.538 1.838 -0.2477
C -1.771037 0.041364 0.420527 5.697 0.341 1.713 0.3326
N -2.877597 0.218001 -0.143491 -5.151 0.500 -0.246 -0.2488
N -1.337513 -1.167750 0.830606 3.474 1.162 0.548 -0.3046
H 2.218473 -2.238633 0.258039 1.465 0.172 -0.537 0.2228
H 3.417992 -0.901982 0.495371 -0.845 -0.910 -1.536 0.2576
H 3.649853 -1.987113 -0.966984 -1.498 0.537 0.620 0.3256
H 0.810887 -0.976267 -1.072558 -1.611 -1.665 -0.584 0.5179
H 2.253382 -0.422584 -1.970516 -1.212 0.831 0.581 0.2553
H 1.773055 0.441648 1.067377 -1.062 -0.521 -0.453 0.4907
H 2.363347 1.429818 -0.110952 -0.475 -1.180 -0.517 0.3759
H 0.140799 1.204493 -1.461495 -0.992 -0.431 0.263 0.3214
H 0.452074 2.519346 -0.447895 -0.112 -1.160 0.550 0.3510
H -0.709544 1.601045 1.542084 -0.405 -1.660 -3.195 0.2973
H -3.137144 1.172271 -0.351881 0.209 0.175 -0.060 0.3103
H -3.725023 -0.366956 0.067341 1.427 0.190 -0.778 0.3062
H -0.262146 -1.230758 0.999936 -2.778 0.394 -0.175 0.2317
H -1.837531 -1.861949 1.341014 -0.878 -0.474 -0.206 0.2634
```
Positions in Å, forces in eV/Å.

Summary:
2S+1: 1
LUMO: -0.1419 Eh
HOMO level: -13.52 eV
Structure (SMILES): CCCCNC(N)=[NH2+]
Total charge: +1

=====

Formula: C5H14N3
Source: the OMol25 dataset
Level of theory: wB97M-V/def2-TZVPD

```
22
Properties=species:S:1:pos:R:3:forces:R:3:mulliken_charge:R:1
C -2.179104 -0.080813 -0.910019 -3.137 3.262 -2.441 -0.8267
N -1.025881 0.098871 -0.168298 1.792 -3.972 3.062 0.0155
C -0.733358 -0.956964 0.894132 -0.357 0.175 -1.197 -0.8067
C 0.768170 -0.755923 1.190649 -1.689 -1.659 3.068 -0.5881
N 1.240747 0.005091 0.100411 0.058 0.739 -1.722 -0.0157
C 1.654865 -0.848655 -1.033368 -0.111 0.147 -2.807 -0.7549
C 0.075213 0.859811 -0.252601 -1.632 4.688 1.193 -0.0613
N 0.184712 2.034532 1.051592 -0.117 0.307 -2.011 -0.7641
H -3.243250 0.035245 -0.400315 2.412 0.065 -0.359 0.2455
H -2.121145 0.763388 -1.701296 -0.603 -1.317 0.973 0.2853
H -2.262262 -0.990631 -1.460180 0.387 -0.979 -0.299 0.3710
H -0.983957 -2.008000 0.631832 0.007 0.824 -0.379 0.3762
H -1.422716 -0.608893 1.620868 0.009 -0.387 1.715 0.4836
H 0.851423 -0.248006 2.156846 0.204 0.402 -0.526 0.3172
H 1.419706 -1.615345 1.268157 -0.426 -0.652 -0.026 0.4261
H 1.965990 0.561143 0.468596 1.426 1.125 -0.019 0.3385
H 0.785151 -1.510744 -1.302823 0.979 0.549 0.499 0.3222
H 1.777814 -0.144000 -1.921097 0.036 -0.998 1.087 0.3431
H 2.601644 -1.442645 -0.929232 -1.022 0.737 0.554 0.3342
H 0.017534 1.459388 -1.159038 1.118 -0.207 -0.244 0.4552
H -0.480763 2.916604 0.985762 1.311 -2.703 -0.372 0.2901
H 1.109472 2.476542 0.869419 -0.647 -0.145 0.251 0.2139
```
Positions in Å, forces in eV/Å.

Summary:
2S+1: 1
LUMO: -0.1080 Eh
HOMO level: -12.82 eV
Structure (SMILES): CN1CC[N@@H+](C)[C@@H]1N
Total charge: +1

=====

Formula: C5H14N3
Source: the OMol25 dataset
Level of theory: wB97M-V/def2-TZVPD

```
22
Properties=species:S:1:pos:R:3:forces:R:3:mulliken_charge:R:1
C -0.824317 0.087134 -1.690521 -0.112 -0.082 -0.051 -0.5678
C -0.000214 -1.195979 -1.624068 0.010 0.311 -0.819 -0.5610
C -0.157951 -0.204082 0.534965 0.828 -0.111 0.705 -0.0848
C 2.601284 -0.225042 1.389578 -0.647 -0.075 -0.297 -1.0004
C -1.047793 2.009558 -0.104146 -0.111 0.245 0.106 -1.0588
N -0.508168 0.716212 -0.425701 0.093 -0.609 0.019 0.1244
N -0.852730 -0.305855 1.739306 -0.062 0.026 -0.067 -0.4874
N -0.054254 -1.538714 -0.181141 -0.193 0.059 0.281 -0.0930
H -0.536985 0.728322 -2.524345 0.014 -0.128 -0.012 0.3967
H -1.899828 -0.130498 -1.768419 0.078 0.014 -0.065 0.3188
H -0.395850 -1.999127 -2.242727 0.063 -0.022 0.145 0.3747
H 1.033523 -0.990724 -1.900434 -0.038 -0.102 0.148 0.2977
H 2.426407 -0.072724 2.433551 -0.106 0.036 0.365 0.3341
H 2.962205 0.600614 0.814284 0.066 0.292 -0.229 0.2928
H 2.855595 -1.213484 1.058907 0.134 -0.310 -0.066 0.3834
H -2.130457 1.977884 0.076133 0.075 0.030 0.002 0.3835
H -0.541001 2.400828 0.778253 -0.037 0.041 -0.052 0.3748
H -0.857305 2.684774 -0.939419 -0.023 0.000 0.099 0.3138
H -1.430512 0.496295 1.957653 0.011 -0.112 0.000 0.2599
H -0.304967 -0.594070 2.541851 -0.027 0.165 -0.157 0.2477
H -0.887802 -2.104419 0.042581 0.151 0.154 0.016 0.3907
H 0.772467 -2.050157 0.140968 -0.168 0.179 -0.071 0.3603
```
Positions in Å, forces in eV/Å.

Summary:
2S+1: 1
LUMO (spin up / spin down): -0.1195 / -0.1151 Eh
HOMO level (spin up / spin down): -10.97 / -12.09 eV
Total charge: +1

=====

Formula: C5H14N3
Source: the OMol25 dataset
Level of theory: wB97M-V/def2-TZVPD

```
22
Properties=species:S:1:pos:R:3:forces:R:3:mulliken_charge:R:1
C -1.546180 2.032690 0.272050 0.397 0.735 -1.393 -0.7225
C -0.065793 1.614549 0.200289 -0.091 -2.346 -3.387 -0.1704
C -1.606084 1.579147 1.688026 0.760 -0.412 1.718 -0.6560
C -0.342047 0.884643 1.455412 0.530 -0.155 0.063 0.5303
C 0.728052 -1.642192 -2.340072 -2.488 -0.738 0.689 -0.9318
N 0.152604 -0.214308 1.875474 -0.032 0.100 -0.208 -0.2367
N 0.518371 -1.403437 -0.893717 2.600 0.441 -0.666 -0.1485
N 1.708867 -1.586506 -0.115342 0.306 0.353 0.103 -0.7319
H -1.804539 3.029068 -0.016751 -0.233 0.609 0.214 0.3606
H -1.996472 1.337293 -0.407867 -0.959 -0.138 -0.084 0.2751
H 0.022039 0.896065 -0.758380 0.394 1.109 2.400 -0.0264
H 0.757910 2.280888 0.083300 0.386 0.836 0.547 0.4063
H -1.519102 2.270552 2.494220 0.013 1.189 0.321 0.3446
H -2.242322 0.843004 2.051669 -2.140 -1.041 0.290 0.4013
H 0.219400 -0.794485 -2.715417 -0.627 0.531 -1.479 0.3223
H 1.702143 -1.626467 -2.740373 1.515 0.081 0.352 0.3522
H 0.256457 -2.584290 -2.677055 0.130 0.479 0.076 0.3018
H 2.382635 -0.939024 -0.517904 -0.029 0.148 0.305 0.2569
H -0.062515 -0.880025 2.594933 -0.960 0.532 0.795 0.2589
H -0.173439 -1.963802 -0.492931 -1.189 -1.246 0.330 0.2293
H 0.754419 -0.642086 1.218367 2.040 -0.813 -1.000 0.3301
H 2.155596 -2.491279 -0.257932 -0.322 -0.253 0.013 0.2545
```
Positions in Å, forces in eV/Å.

Summary:
2S+1: 1
LUMO: -0.1438 Eh
HOMO level: -13.05 eV
Total charge: +1

=====

M for the records above, in order: 116.19 116.19 116.19 116.19 116.19 g mol⁻¹
DFT total energy for the records above, in order: -9875.2762 -9874.2790 -9873.2768 -9872.6430 -9873.0226 eV